1.
This record from OMol25 describes a 11-piece molecular cluster, C13H48N18O11 overall in a non-equilibrium geometry. The level of theory is ωB97M-V with the def2-TZVPD basis set.

Element x y z (Å)
N: 5.89 -1.93 1.94
C: 4.91 -1.11 2.39
N: 5.38 -0.12 3.35
O: 3.72 -1.18 2.11
H: 5.55 -2.71 1.36
H: 6.85 -1.82 2.29
H: 4.71 0.22 4.04
H: 6.33 -0.13 3.71
N: -2.04 -0.56 -5.42
C: -1.25 -0.83 -4.39
N: -0.83 -2.15 -4.31
O: -0.99 -0.14 -3.45
H: -2.47 0.34 -5.63
H: -2.27 -1.31 -5.99
H: -1.26 -2.81 -4.94
H: -0.10 -2.44 -3.71
N: 0.39 -3.07 -1.41
C: 1.66 -3.25 -1.85
N: 2.65 -2.49 -1.32
O: 1.90 -4.08 -2.66
H: -0.21 -3.88 -1.48
H: 0.21 -2.42 -0.62
H: 2.36 -1.64 -0.88
H: 3.54 -2.54 -1.84
N: -3.38 -1.75 -1.24
C: -4.39 -1.87 -0.27
N: -4.17 -1.23 0.99
O: -5.38 -2.62 -0.53
H: -3.33 -2.44 -1.96
H: -2.52 -1.26 -1.04
H: -4.68 -1.73 1.71
H: -3.22 -0.92 1.18
N: 1.14 3.90 3.45
C: 0.21 4.35 2.45
N: -0.30 3.42 1.53
O: -0.01 5.52 2.25
H: 1.42 2.90 3.55
H: 1.49 4.65 4.02
H: -0.80 3.74 0.71
H: -0.18 2.41 1.70
N: -5.30 1.87 -0.10
C: -4.14 2.05 -0.80
N: -4.19 2.71 -2.01
O: -3.07 1.71 -0.39
H: -6.15 2.09 -0.57
H: -5.20 1.35 0.73
H: -3.29 2.66 -2.40
H: -4.96 2.55 -2.64
N: 3.32 2.67 -1.98
C: 2.39 1.71 -2.10
N: 2.04 1.26 -3.32
O: 1.87 1.25 -1.13
H: 4.04 2.72 -2.68
H: 3.64 2.87 -1.07
H: 2.41 1.65 -4.16
H: 1.18 0.75 -3.25
N: -0.05 0.64 4.81
C: 1.26 0.35 4.68
N: 1.60 -1.05 4.72
O: 2.15 1.19 4.55
H: -0.31 1.60 4.79
H: -0.74 -0.12 4.95
H: 0.95 -1.69 4.26
H: 2.50 -1.15 4.31
N: 1.04 -0.57 1.48
C: -0.27 -0.42 1.12
N: -0.44 0.69 0.29
O: -1.18 -1.20 1.45
H: 1.37 -1.34 2.00
H: 1.70 0.11 1.13
H: -1.37 0.83 -0.12
H: 0.36 0.81 -0.33
C: 0.30 4.20 -2.71
C: -0.47 3.49 -3.82
O: -1.58 2.67 -3.31
H: 0.48 3.53 -1.90
H: -0.31 4.93 -2.25
H: 1.23 4.59 -3.10
H: 0.25 2.91 -4.41
H: -0.89 4.26 -4.46
H: -1.29 1.73 -3.27
C: -0.92 -4.84 1.89
C: -0.83 -4.08 3.22
O: -0.01 -2.89 3.16
H: -1.52 -5.75 2.01
H: 0.13 -5.17 1.57
H: -1.37 -4.30 1.05
H: -0.40 -4.72 3.96
H: -1.87 -3.90 3.63
H: -0.55 -2.19 2.73

As for the total charge: 0. The HOMO energy is -9.00 eV. Its orbital gap is 9.1853 eV. The calculation puts the relative energy (zero: lowest compared OMol25 entry of this formula, charge and spin) at 0.0 kcal per mole. The multiplicity is 1. The SMILES is NC(N)=O.NC(N)=O.NC(N)=O.NC(N)=O.NC(N)=O.NC(N)=O.NC(N)=O.NC(N)=O.NC(N)=O.CCO.CCO.

2.
This record from OMol25 describes one molecule with the formula C5H8O2. The level of theory is ωB97M-V with the def2-TZVPD basis set.

Element x y z (Å)
C: 1.51 0.73 -0.38
C: 0.36 0.01 0.32
O: 0.70 -0.44 1.62
C: -1.01 0.74 0.42
C: -1.63 -0.43 -0.34
O: -0.97 -0.48 -1.60
C: -0.34 -1.10 -0.49
H: 1.13 1.24 -1.28
H: 1.96 1.46 0.29
H: 2.28 0.02 -0.70
H: 1.15 -1.29 1.55
H: -1.32 0.81 1.47
H: -1.11 1.71 -0.08
H: -2.63 -0.86 -0.29
H: -0.08 -2.15 -0.57

As for the total charge: 0. The HOMO energy is -9.91 eV. Its orbital gap is 10.8235 eV. The calculation puts the relative energy (zero: lowest compared OMol25 entry of this formula, charge and spin) at 53.0 kcal per mole. The multiplicity is 1. The SMILES is C[C@@]1(O)C[C@H]2O[C@H]21.

3.
This record from OMol25 describes one molecule with the formula C6H11O2 in a non-equilibrium geometry. The level of theory is ωB97M-V with the def2-TZVPD basis set.

Element x y z (Å)
O: 3.00 0.90 0.49
C: 2.21 1.19 -0.40
O: 1.82 2.42 -0.44
C: 1.66 0.22 -1.39
C: 0.66 -0.73 -0.68
C: -0.72 -0.09 -0.54
C: -1.60 -0.78 0.55
C: -1.72 0.10 1.79
H: 1.28 0.72 -2.28
H: 2.49 -0.39 -1.68
H: 0.68 -1.68 -1.22
H: 1.04 -0.93 0.33
H: -0.56 0.93 -0.19
H: -1.26 -0.09 -1.49
H: -2.57 -1.11 0.16
H: -1.11 -1.74 0.77
H: -2.22 -0.39 2.62
H: -0.75 0.49 2.04
H: -2.34 0.97 1.54

As for the total charge: 0. The HOMO energy (alpha / beta) is -11.29 / -10.61 eV. Its expectation value of S² is 0.76. Its orbital gap (alpha / beta) is 12.2311 / 7.7439 eV. The calculation puts the relative energy (zero: lowest compared OMol25 entry of this formula, charge and spin) at 2.0 kcal per mole. The multiplicity is 2.

4.
This record from OMol25 describes a 2-piece molecular cluster, C3H10NO3 overall in a non-equilibrium geometry. The level of theory is ωB97M-V with the def2-TZVPD basis set.

Element x y z (Å)
O: 1.50 0.60 1.56
C: 1.70 0.45 0.18
C: 0.52 1.07 -0.57
N: -0.72 0.44 0.05
C: -1.91 0.30 -0.93
O: 2.44 -0.30 -0.44
H: 2.01 -0.19 1.82
H: 0.48 0.82 -1.70
H: 0.56 2.16 -0.74
H: -0.45 -0.44 0.52
H: -1.09 1.14 0.83
H: -3.00 0.00 -0.52
H: -1.82 -0.18 -1.89
H: -2.02 1.31 -1.35
H: 1.12 -2.83 0.72
H: -0.04 -2.36 1.49
O: 0.72 -1.99 0.98

As for the total charge: +1. The HOMO energy is -14.95 eV. Its orbital gap is 11.4688 eV. The calculation puts the relative energy (zero: lowest compared OMol25 entry of this formula, charge and spin) at 60.4 kcal per mole. The multiplicity is 1.

5.
This record from OMol25 describes C2HCl3I2 as an isolated structure in a non-equilibrium geometry. The level of theory is ωB97M-V with the def2-TZVPD basis set.

Element x y z (Å)
C: -0.75 0.36 -0.04
C: 0.49 -0.56 -0.14
Cl: -0.78 1.55 -1.31
Cl: -2.32 -0.66 0.03
Cl: 0.92 -0.95 -1.72
I: 2.63 1.40 1.25
I: 0.59 -2.20 1.11
H: -0.79 1.06 0.83

As for the total charge: 0. The HOMO energy (alpha / beta) is -8.96 / -9.38 eV. Its orbital gap (alpha / beta) is 5.7397 / 6.5248 eV. The calculation puts the relative energy (zero: lowest compared OMol25 entry of this formula, charge and spin) at 28.0 kcal per mole. The multiplicity is 1.

6.
This record from OMol25 describes one molecule with the formula C2H6N2OS in a non-equilibrium geometry. The level of theory is ωB97M-V with the def2-TZVPD basis set.

Element x y z (Å)
N: -0.50 1.83 -0.36
C: -1.19 0.83 0.43
C: -0.85 -0.62 0.02
O: -1.71 -1.51 0.03
N: 0.44 -0.87 -0.40
S: 1.81 -0.10 0.18
H: -1.01 1.81 -1.28
H: -0.72 2.74 0.09
H: -0.82 0.90 1.46
H: -2.25 0.87 0.38
H: 0.59 -1.72 -0.91
H: 1.53 1.11 -0.29

As for the total charge: 0. The HOMO energy is -8.96 eV. Its orbital gap is 9.7075 eV. The calculation puts the relative energy (zero: lowest compared OMol25 entry of this formula, charge and spin) at 25.1 kcal per mole. The multiplicity is 1. The SMILES is NCC(=O)NS.